1.
This record from the OMol25 dataset describes a 2-piece molecular cluster, C4H12NO2 overall at a distorted geometry. The level of theory is ωB97M-V/def2-TZVPD.

```
19
Properties=species:S:1:pos:R:3:forces:R:3:lowdin_charge:R:1
C 0.93892 -2.12658 -0.29222 0.66 0.35 -0.95 -0.11
C 0.04497 -1.52984 -1.41096 -0.38 -0.39 1.65 -0.30
N -1.19069 -0.95163 -0.86812 0.43 0.17 -0.23 -0.10
C -1.08920 0.46234 -0.49581 0.75 -0.09 0.01 -0.26
C -1.34291 0.63801 1.02770 -0.09 0.01 0.57 -0.55
O -2.16707 -0.27905 1.55592 0.03 0.17 -0.06 -0.36
H 1.84206 -2.57093 -0.74051 -0.22 -0.25 0.00 0.05
H 1.34333 -1.33537 0.34069 -0.44 0.00 0.34 0.06
H 0.40345 -2.88641 0.26923 0.00 0.07 0.23 0.06
H -0.25489 -2.35980 -2.05010 0.31 0.09 -0.56 0.08
H 0.63908 -0.76485 -1.90652 -0.20 -0.08 -0.54 0.09
H -1.41540 -1.41122 0.02162 -0.40 0.13 -0.08 0.07
H -0.04783 0.78511 -0.62213 0.09 0.24 -0.35 0.08
H -1.69703 1.10308 -1.14780 -0.28 -0.15 0.19 0.08
H -1.62655 1.71621 1.18671 -0.24 -0.04 -0.13 0.07
H -0.31006 0.62829 1.50587 0.03 -0.17 -0.09 0.06
H 2.37530 2.95809 1.13459 -0.12 0.00 -0.09 0.03
H 1.43015 4.05811 1.55772 -0.46 0.04 0.25 0.02
O 2.12438 3.86643 0.93412 0.53 -0.08 -0.18 -0.06
```
Positions in Å, forces in eV/Å.

Results
HOMO energy: -2.4 eV
2S+1: 1
energy above the lowest of the compared OMol25 structures with the same formula, charge and spin: 1.435 eV
net charge: -1
orbital gap: 0.2206 Eh
total energy: -364.80279 a.u.

---

2.
This record from the OMol25 dataset describes a 2-piece molecular cluster, C4H12NO2 overall at a distorted geometry. The level of theory is ωB97M-V/def2-TZVPD.

```
19
Properties=species:S:1:pos:R:3:forces:R:3:mulliken_spin:R:1
C 0.84368 -0.86247 -1.55896 0.41 0.83 -0.64 -0.01
N 0.02181 0.24742 -1.09685 -0.55 -1.23 1.07 0.60
C 1.77727 1.50218 0.06516 0.36 -0.27 1.54 0.05
C 0.36124 0.86965 0.16563 1.63 1.20 -1.95 -0.02
C 0.26187 -0.10188 1.33856 0.01 -1.04 0.03 0.08
O -1.04609 -0.24516 1.61829 -1.29 0.24 1.78 0.08
H 1.85319 -0.51315 -1.67283 0.72 -0.07 0.23 0.01
H 0.79660 -1.70805 -0.86423 -0.04 0.03 -0.18 0.03
H 0.53576 -1.14783 -2.57287 -0.32 -0.13 0.47 0.01
H -0.93850 -0.25255 -1.00465 -1.36 0.39 -0.09 -0.03
H 1.91849 1.98585 1.05018 -0.17 0.58 -0.67 0.00
H 1.91683 2.19297 -0.78216 -0.11 -0.32 0.49 -0.01
H 2.61668 0.78080 0.15436 -0.63 -0.01 -0.75 0.00
H -0.37308 1.65473 0.43553 0.29 -0.41 -0.58 -0.01
H 0.80286 0.38652 2.15878 -0.16 -0.17 0.10 0.01
H 0.72966 -1.08776 1.12198 0.23 0.54 -0.08 -0.01
H -1.66026 -0.57175 0.84648 0.80 -0.35 -0.11 0.00
H -2.80123 -0.72335 -0.81763 0.17 -0.15 0.16 -0.01
O -2.01869 -1.12142 -0.40448 -0.01 0.35 -0.83 0.23
```
Positions in Å, forces in eV/Å.

Results
HOMO energy (spin up / spin down): -9.5 / -9.5 eV
2S+1: 2
energy above the lowest of the compared OMol25 structures with the same formula, charge and spin: 1.232 eV
⟨S²⟩: 0.756
orbital gap (spin up / spin down): 0.3817 / 0.2510 Eh
total energy: -364.71454 a.u.

---

3.
This record from the OMol25 dataset describes a 2-piece molecular cluster, C4H12NO2 overall. The level of theory is ωB97M-V/def2-TZVPD.

```
19
Properties=species:S:1:pos:R:3:forces:R:3:mulliken_spin:R:1
C 0.75040 -0.62662 0.92517 -0.19 0.21 0.03 0.69
C 1.15078 0.40086 -0.12340 -0.09 -0.12 0.05 0.14
C 1.95769 -0.25220 -1.24370 -0.09 0.21 0.12 0.02
N -0.18231 -0.03546 1.94152 -0.18 -0.07 -0.83 0.84
H 0.20221 -1.45213 0.47261 0.14 -0.09 -0.01 0.12
H 1.61411 -1.01462 1.46309 0.00 -0.04 0.03 0.00
H 1.71469 1.20943 0.34239 0.04 -0.02 0.03 -0.07
H 0.24405 0.86623 -0.52322 0.05 -0.02 -0.10 0.11
H 2.91635 -0.62035 -0.88072 0.00 -0.08 0.07 -0.01
H 1.40403 -1.09012 -1.66763 0.05 -0.02 -0.12 0.00
H 2.17022 0.47456 -2.02631 -0.03 -0.06 -0.10 -0.02
H 0.25345 0.80312 2.38449 0.08 0.15 0.35 -0.35
H -1.06590 0.25206 1.46278 0.29 -0.10 0.48 0.02
H -0.41591 -0.74052 2.68750 0.02 -0.02 0.22 -0.61
O -2.65328 0.60587 0.50379 -0.04 0.00 -0.75 -0.22
C -2.56648 0.59806 -0.69732 -0.17 -0.08 0.62 0.33
O -2.73124 -0.52273 -1.41967 0.20 0.18 0.36 -0.03
H -2.34099 1.49554 -1.28889 0.03 0.01 -0.06 0.04
H -2.42188 -0.35100 -2.31246 -0.12 -0.05 -0.39 0.00
```
Positions in Å, forces in eV/Å.

Results
HOMO energy (spin up / spin down): -3.1 / -11.7 eV
2S+1: 2
energy above the lowest of the compared OMol25 structures with the same formula, charge and spin: 1.049 eV
⟨S²⟩: 0.751
orbital gap (spin up / spin down): 0.1171 / 0.4327 Eh
total energy: -364.72127 a.u.

---

4.
This record from the OMol25 dataset describes C4H12NO2 as an isolated structure at a distorted geometry. The level of theory is ωB97M-V/def2-TZVPD.

```
19
Properties=species:S:1:pos:R:3:forces:R:3:lowdin_charge:R:1
C -0.65246 1.40373 0.80211 0.19 -0.28 -1.47 0.07
C 1.36180 1.05814 -0.99759 -3.42 1.72 2.43 0.24
C -2.01945 -0.97601 -0.46174 -2.56 4.89 -1.49 -0.01
C 1.54505 -1.46874 0.61426 -0.74 0.43 1.57 0.02
N 0.03675 0.30651 0.10595 2.23 1.70 -2.06 -0.26
O -0.75866 -0.40355 -0.78850 1.69 -0.22 -0.81 -0.12
O 0.62134 -0.44722 1.06371 -0.13 0.37 1.55 -0.11
H -1.60383 1.58969 0.41783 -1.58 -0.18 -0.85 0.09
H -0.71665 1.13443 1.78099 -0.18 -0.56 2.81 0.09
H -0.14774 2.30617 0.66290 1.21 1.20 0.01 0.09
H 0.68555 1.33393 -1.81791 0.71 -0.28 0.11 0.10
H 1.76896 1.95275 -0.41187 -0.78 -1.48 -0.71 0.12
H 2.04248 0.28106 -1.08886 1.00 -1.32 -0.59 0.04
H -2.42255 -1.03070 -1.51400 0.05 0.00 1.20 0.13
H -2.65694 -0.14378 0.09465 1.07 -2.17 -0.91 0.14
H -2.08145 -1.92144 -0.07671 0.59 -2.21 1.60 0.06
H 2.59017 -1.09867 0.64819 -0.66 -0.49 0.29 0.12
H 1.18648 -1.60560 -0.35518 0.13 -1.35 -1.78 0.06
H 1.22115 -2.27071 1.32176 1.19 0.23 -0.91 0.13
```
Positions in Å, forces in eV/Å.

Results
HOMO energy: -15.5 eV
2S+1: 1
energy above the lowest of the compared OMol25 structures with the same formula, charge and spin: 7.117 eV
net charge: +1
orbital gap: 0.4339 Eh
total energy: -364.37367 a.u.

---

5.
This record from the OMol25 dataset describes a 2-piece molecular cluster, C4H12NO2 overall at a distorted geometry. The level of theory is ωB97M-V/def2-TZVPD.

```
19
Properties=species:S:1:pos:R:3:forces:R:3:lowdin_charge:R:1
O 0.47723 -1.73995 2.63119 -0.28 -0.41 -0.49 0.10
C 1.39279 -1.35027 1.95634 -0.10 0.37 1.31 -0.16
C 1.11476 -0.41377 0.78687 0.79 -0.75 -0.43 -0.28
N -0.22797 -0.80959 0.24601 -0.47 0.41 -0.53 0.04
C -1.20112 0.31783 0.19942 0.15 1.27 -0.48 0.02
C 2.21664 -0.38191 -0.26563 -0.63 1.03 -0.04 -0.02
H 2.41863 -1.54431 2.31011 0.14 0.14 -0.55 0.15
H 1.00078 0.57836 1.21992 -0.01 0.06 0.09 0.16
H -0.19250 -1.17016 -0.71299 0.48 -0.15 0.26 0.19
H -0.59472 -1.55390 0.85200 -0.06 0.05 0.18 0.16
H -1.27491 0.77112 1.18694 -0.53 -0.48 0.04 0.12
H -2.11783 0.01963 -0.30198 -0.21 -0.28 0.64 0.11
H -0.83490 1.13190 -0.44082 0.39 -0.41 0.01 0.11
H 2.27016 -1.26894 -0.88886 0.25 -0.23 0.22 0.10
H 3.15225 -0.10734 0.21806 0.15 -0.52 0.03 0.10
H 2.02797 0.47469 -0.90975 -0.08 -0.03 -0.32 0.09
H -3.43552 1.59300 -2.72603 -0.05 0.15 -0.13 0.03
H -3.37591 3.12292 -2.65851 0.26 -0.33 -0.06 0.05
O -2.81585 2.33068 -2.70227 -0.20 0.11 0.25 -0.07
```
Positions in Å, forces in eV/Å.

Results
HOMO energy: -14.5 eV
2S+1: 1
energy above the lowest of the compared OMol25 structures with the same formula, charge and spin: 1.756 eV
net charge: +1
orbital gap: 0.3979 Eh
total energy: -364.57070 a.u.

---

6.
This record from the OMol25 dataset describes a 2-piece molecular cluster, C4H12NO2 overall at a distorted geometry. The level of theory is ωB97M-V/def2-TZVPD.

```
19
Properties=species:S:1:pos:R:3:forces:R:3:lowdin_charge:R:1
C -0.41458 -1.23299 1.92523 3.14 2.86 -0.72 0.08
C 0.28286 -1.50700 -1.18710 -1.34 -3.27 -1.76 -0.04
C -1.16841 2.02379 0.38029 1.02 0.31 -0.70 -0.01
C -0.43011 -0.21872 0.82849 -1.77 0.43 -0.08 -0.25
N -0.14551 -0.42024 -0.45116 -1.75 3.86 3.27 0.01
O 1.73243 1.12400 -0.86446 0.05 0.10 0.06 -0.02
O -0.95376 0.93593 1.30672 1.28 -1.64 -1.91 -0.01
H -0.02201 -2.08869 1.53319 0.78 -2.68 -0.71 0.05
H -1.32697 -1.34699 2.37777 -2.17 -0.16 1.09 0.08
H 0.36675 -0.82769 2.62599 -0.92 -0.42 -0.24 0.15
H 0.18304 -2.50455 -0.65646 0.58 1.36 -0.55 0.13
H -0.42508 -1.57711 -2.08389 1.01 -0.08 1.06 0.14
H 1.24380 -1.24119 -1.57884 0.74 -0.65 -0.17 0.08
H -1.92817 2.59335 0.87347 0.04 0.82 0.30 0.10
H -1.65599 1.69922 -0.57041 0.67 -0.05 0.58 0.11
H -0.16141 2.56233 0.21825 -1.88 -0.66 0.21 0.13
H 2.50586 0.56594 -0.94538 0.39 -0.07 -0.01 0.07
H -0.02754 0.46034 -0.98800 -0.26 -0.76 0.57 0.13
H 1.99331 1.97082 -1.20600 0.38 0.70 -0.30 0.07
```
Positions in Å, forces in eV/Å.

Results
HOMO energy: -15.1 eV
2S+1: 1
energy above the lowest of the compared OMol25 structures with the same formula, charge and spin: 1.916 eV
net charge: +1
orbital gap: 0.4363 Eh
total energy: -364.56482 a.u.